Entry 1:
{
  "formula": "C22H18N4O2STl",
  "method": "ωB97M-V/def2-TZVPD",
  "species": ["Tl", "O", "C", "O", "C", "C", "C", "C", "C", "N", "H", "H", "H", "H", "C", "N", "C", "C", "N", "C", "S", "C", "C", "C", "C", "C", "N", "H", "H", "H", "H", "H", "H", "H", "H", "H", "C", "C", "C", "C", "C", "C", "C", "H", "H", "H", "H", "H"],
  "xyz": [[0.91, 0.27, -1.38], [2.42, -2.89, 1.65], [2.25, -1.97, 0.84], [1.16, -1.57, 0.34], [3.50, -1.19, 0.40], [4.77, -1.63, 0.77], [5.87, -0.89, 0.39], [5.67, 0.29, -0.31], [4.38, 0.66, -0.63], [3.32, -0.08, -0.31], [4.84, -2.54, 1.34], [6.87, -1.22, 0.65], [6.51, 0.91, -0.61], [4.16, 1.58, -1.16], [-3.40, -4.25, -2.68], [-3.33, -3.48, -1.47], [-4.02, -3.73, -0.31], [-3.54, -2.90, 0.63], [-2.54, -2.12, 0.05], [-2.41, -2.48, -1.28], [-1.43, -1.91, -2.50], [-1.72, -1.29, 0.87], [-1.37, -1.80, 2.12], [-0.69, -0.98, 2.99], [-0.41, 0.32, 2.61], [-0.76, 0.71, 1.32], [-1.39, -0.08, 0.45], [-4.24, -4.94, -2.61], [-2.47, -4.82, -2.82], [-3.52, -3.59, -3.54], [-4.81, -4.45, -0.25], [-3.83, -2.77, 1.65], [-1.60, -2.83, 2.36], [-0.37, -1.36, 3.95], [0.11, 1.00, 3.26], [-0.53, 1.71, 0.98], [1.16, 2.60, -0.67], [0.24, 3.62, -0.68], [-1.14, 3.45, -1.05], [-2.03, 4.50, -1.03], [-1.64, 5.78, -0.63], [-0.31, 5.98, -0.25], [0.61, 4.96, -0.29], [-1.47, 2.45, -1.34], [-3.06, 4.32, -1.31], [-2.35, 6.59, -0.60], [0.01, 6.97, 0.07], [1.64, 5.12, 0.02]],
  "lowdin_charge": [0.702, -0.019, -0.638, -0.176, -0.182, -0.015, -0.078, -0.078, -0.143, 0.034, 0.109, 0.097, 0.093, 0.098, -0.074, -0.149, -0.064, -0.063, 0.019, -0.738, 0.566, -0.281, -0.018, -0.055, -0.046, -0.157, 0.113, 0.083, 0.088, 0.068, 0.112, 0.116, 0.114, 0.110, 0.107, 0.070, -0.114, -0.459, -0.091, -0.128, -0.135, -0.138, -0.089, 0.085, 0.091, 0.078, 0.086, 0.089],
  "homo_ev": [-2.79, -2.93],
  "fmax_ev_per_a": 0.70,
  "charge": -1,
  "molar_mass_g_mol": 606.9,
  "homo_lumo_gap_ha": [0.19781, 0.20236],
  "multiplicity": 1
}

=====

Entry 2:
{
  "formula": "C3H6O3V",
  "method": "ωB97M-V/def2-TZVPD",
  "species": ["C", "C", "O", "C", "O", "V", "H", "H", "H", "H", "H", "O", "H"],
  "xyz": [[0.84, -1.43, 0.62], [-0.49, -1.67, 0.24], [-1.27, -0.67, 0.89], [-2.13, -1.16, 1.77], [-3.18, -0.76, 1.07], [-2.49, 1.15, 0.19], [1.58, -1.90, -0.03], [1.00, -1.48, 1.70], [-0.80, -2.70, 0.44], [-2.52, -1.88, -0.03], [0.41, 0.93, 1.81], [1.41, 0.65, 0.80], [0.92, 1.24, 0.22]],
  "lowdin_charge": [0.103, -0.178, -0.433, -0.162, -0.190, 0.874, 0.113, 0.121, 0.123, 0.396, 0.343, -0.118, 0.009],
  "s2": 6.0076,
  "homo_ev": [-11.90, -12.81],
  "fmax_ev_per_a": 6.25,
  "charge": 1,
  "molar_mass_g_mol": 141.0,
  "homo_lumo_gap_ha": [0.22318, 0.25396],
  "multiplicity": 5
}

=====

Entry 3:
{
  "formula": "C24H21N4O2Rh",
  "method": "ωB97M-V/def2-TZVPD",
  "species": ["Rh", "O", "C", "N", "C", "C", "C", "C", "C", "C", "N", "C", "O", "C", "C", "C", "C", "C", "N", "C", "C", "C", "C", "C", "N", "H", "H", "H", "H", "H", "H", "H", "H", "H", "H", "H", "H", "C", "C", "C", "C", "C", "C", "H", "H", "H", "H", "H", "H", "H", "H", "H"],
  "xyz": [[0.20, 0.20, -1.34], [1.25, -3.72, -1.41], [1.23, -2.48, -1.44], [0.05, -1.73, -1.47], [-1.20, -2.23, -1.45], [-1.59, -3.58, -1.43], [-2.91, -3.91, -1.41], [-3.91, -2.91, -1.41], [-3.58, -1.59, -1.43], [-2.23, -1.20, -1.45], [-1.73, 0.05, -1.47], [-2.48, 1.23, -1.44], [-3.72, 1.25, -1.41], [-1.62, 2.38, -1.46], [-2.15, 3.69, -1.42], [-1.31, 4.76, -1.42], [0.08, 4.53, -1.42], [0.54, 3.24, -1.44], [-0.26, 2.16, -1.49], [2.38, -1.62, -1.46], [3.69, -2.15, -1.42], [4.76, -1.31, -1.42], [4.53, 0.08, -1.42], [3.24, 0.54, -1.44], [2.16, -0.26, -1.49], [-0.81, -4.33, -1.42], [-3.21, -4.95, -1.41], [-4.95, -3.21, -1.41], [-4.33, -0.81, -1.42], [-3.22, 3.78, -1.39], [-1.69, 5.77, -1.41], [0.78, 5.35, -1.40], [1.61, 3.06, -1.42], [3.78, -3.22, -1.39], [5.77, -1.69, -1.41], [5.35, 0.78, -1.40], [3.06, 1.61, -1.42], [-0.45, -1.16, 3.82], [0.16, 0.16, 3.34], [1.60, 0.29, 3.82], [-0.69, 1.34, 3.82], [0.16, 0.16, 1.88], [0.23, 0.23, 0.67], [-0.47, -1.21, 4.90], [0.14, -2.00, 3.44], [-1.47, -1.27, 3.45], [1.65, 0.29, 4.91], [2.03, 1.22, 3.45], [2.20, -0.54, 3.45], [-0.72, 1.38, 4.91], [-1.70, 1.25, 3.45], [-0.26, 2.27, 3.45]],
  "lowdin_charge": [1.117, 0.063, -0.414, -0.042, -0.209, -0.023, -0.096, -0.096, -0.023, -0.209, -0.043, -0.414, 0.063, -0.145, 0.019, -0.032, -0.039, -0.109, -0.034, -0.145, 0.019, -0.033, -0.039, -0.109, -0.034, 0.094, 0.095, 0.095, 0.094, 0.125, 0.112, 0.106, 0.092, 0.125, 0.112, 0.106, 0.092, -0.053, -0.647, -0.059, -0.056, -0.136, -0.035, 0.081, 0.085, 0.086, 0.081, 0.081, 0.082, 0.081, 0.085, 0.081],
  "homo_ev": -6.81,
  "fmax_ev_per_a": 4.18,
  "charge": 0,
  "molar_mass_g_mol": 500.4,
  "homo_lumo_gap_ha": 0.20835,
  "multiplicity": 1
}

=====

Entry 4:
{
  "formula": "C19H33F8O25PS6",
  "method": "ωB97M-V/def2-TZVPD",
  "species": ["F", "C", "F", "C", "F", "F", "C", "F", "F", "C", "F", "F", "C", "O", "C", "C", "P", "H", "H", "H", "H", "H", "H", "H", "H", "H", "C", "C", "O", "S", "O", "O", "O", "H", "H", "H", "H", "C", "C", "O", "S", "O", "O", "O", "H", "H", "H", "H", "C", "C", "O", "S", "O", "O", "O", "H", "H", "H", "H", "C", "C", "O", "S", "O", "O", "O", "H", "H", "H", "H", "C", "C", "O", "S", "O", "O", "O", "H", "H", "H", "H", "C", "C", "O", "S", "O", "O", "O", "H", "H", "H", "H"],
  "xyz": [[-5.91, 3.54, 6.45], [-7.04, 4.10, 5.91], [-8.09, 3.53, 6.53], [-6.93, 5.63, 6.16], [-6.26, 5.82, 7.32], [-6.18, 6.21, 5.21], [-8.29, 6.38, 6.31], [-9.00, 5.96, 7.37], [-7.97, 7.68, 6.59], [-9.15, 6.45, 5.03], [-9.42, 5.21, 4.54], [-8.49, 7.11, 4.04], [-10.50, 7.22, 5.24], [-11.62, 6.37, 5.13], [-12.16, 5.99, 6.40], [-12.49, 4.47, 6.50], [-12.57, 3.61, 4.85], [-7.07, 3.85, 4.85], [-10.59, 7.96, 4.43], [-10.49, 7.80, 6.18], [-13.08, 6.56, 6.59], [-11.49, 6.22, 7.24], [-11.77, 3.95, 7.15], [-13.48, 4.38, 6.96], [-12.66, 2.23, 5.17], [-11.31, 3.74, 4.21], [-3.76, 0.86, 5.71], [-4.88, -0.04, 6.18], [-4.73, -1.24, 5.40], [-3.17, -1.48, 5.09], [-2.66, -2.41, 6.03], [-3.02, -1.66, 3.69], [-2.64, -0.02, 5.49], [-4.00, 1.34, 4.76], [-3.50, 1.62, 6.44], [-5.86, 0.40, 6.02], [-4.76, -0.31, 7.23], [-0.99, -0.78, 0.58], [-1.78, 0.16, 1.45], [-1.26, 1.46, 1.14], [-0.82, 1.51, -0.40], [-1.86, 2.09, -1.15], [0.52, 1.98, -0.46], [-0.82, -0.08, -0.66], [0.00, -0.98, 0.99], [-1.51, -1.72, 0.42], [-1.66, -0.05, 2.51], [-2.84, 0.15, 1.19], [2.88, 0.26, -2.82], [1.75, -0.64, -2.35], [1.90, -1.83, -3.14], [3.46, -2.08, -3.45], [3.96, -3.01, -2.51], [3.62, -2.25, -4.84], [3.99, -0.62, -3.04], [2.63, 0.75, -3.76], [3.13, 1.02, -2.08], [0.78, -0.20, -2.50], [1.87, -0.91, -1.30], [8.91, -2.57, -4.43], [8.99, -2.45, -5.94], [7.63, -2.51, -6.38], [6.67, -1.85, -5.26], [6.40, -0.51, -5.64], [5.65, -2.78, -4.95], [7.74, -1.83, -4.06], [8.76, -3.61, -4.13], [9.78, -2.17, -3.93], [9.58, -3.24, -6.39], [9.40, -1.48, -6.23], [12.51, -6.15, -3.15], [11.77, -5.19, -2.25], [12.30, -3.90, -2.58], [12.70, -3.86, -4.13], [11.64, -3.26, -4.86], [14.04, -3.42, -4.24], [12.65, -5.45, -4.40], [13.51, -6.36, -2.77], [11.98, -7.08, -3.30], [11.91, -5.40, -1.20], [10.70, -5.18, -2.48], [4.63, -3.91, -8.10], [5.87, -4.76, -7.99], [5.54, -5.99, -8.64], [4.50, -5.70, -9.83], [5.21, -5.62, -11.05], [3.38, -6.55, -9.66], [4.09, -4.20, -9.39], [3.89, -4.21, -7.35], [4.84, -2.85, -8.00], [6.17, -4.93, -6.96], [6.70, -4.30, -8.54]],
  "lowdin_charge": [0.072, -0.268, 0.100, -0.365, 0.137, 0.157, -0.354, 0.159, 0.138, -0.384, 0.107, 0.116, -0.082, -0.164, -0.268, -0.443, 0.787, 0.175, 0.147, 0.138, 0.122, 0.108, 0.061, 0.066, -0.122, -0.130, -0.167, -0.161, -0.181, 0.611, -0.203, -0.229, -0.188, 0.133, 0.136, 0.133, 0.138, -0.152, -0.170, -0.183, 0.606, -0.210, -0.221, -0.213, 0.136, 0.142, 0.111, 0.138, -0.153, -0.179, -0.179, 0.617, -0.213, -0.248, -0.184, 0.138, 0.136, 0.118, 0.132, -0.180, -0.168, -0.202, 0.623, -0.201, -0.259, -0.173, 0.133, 0.117, 0.126, 0.140, -0.159, -0.161, -0.183, 0.623, -0.225, -0.197, -0.180, 0.136, 0.138, 0.138, 0.130, -0.164, -0.179, -0.187, 0.610, -0.223, -0.220, -0.183, 0.138, 0.137, 0.128, 0.132],
  "homo_ev": -8.76,
  "fmax_ev_per_a": 2.87,
  "charge": 0,
  "molar_mass_g_mol": 1036.8,
  "homo_lumo_gap_ha": 0.32121,
  "multiplicity": 1,
  "smiles": "FC(F)C(F)(F)C(F)(F)C(F)(F)COCCP.O=S1(=O)OCCO1.O=S1(=O)OCCO1.O=S1(=O)OCCO1.O=S1(=O)OCCO1.O=S1(=O)OCCO1.O=S1(=O)OCCO1"
}